Density functional theory data (ωB97M-V/def2-TZVPD) for the molecule C3H8N2O.

Geometry (Å):
O1 0.32291 1.62897 1.89295
N1 0.34480 -1.20163 -0.28107
N2 -1.24777 0.19035 -1.50402
C1 -0.42831 -0.98616 -1.51621
C2 0.20400 0.48476 1.55236
C3 0.90350 0.00251 0.28847
H1 1.91712 -0.26527 0.70675
H2 1.15426 0.86552 -0.32486
H3 -0.77378 1.06903 -1.60685
H4 0.26313 -0.93570 -2.35866
H5 -2.04859 0.28881 -0.90563
H6 0.92999 -2.01646 -0.26119
H7 -0.48158 -0.26689 2.00980
H8 -1.12039 -1.83516 -1.59996

Relative energy (zero: lowest compared OMol25 entry of this formula, charge and spin) = 46.2 kcal per mole
Largest force on an atom = 2.9 eV/Å
Total energy = -303.81854 Ha
SMILES string = NCNCC=O
Total charge = 0